[1]
Here is one molecule with the formula C5H6O2 from the OMol25 dataset. Energies are from ωB97M-V/def2-TZVPD.

Geometry as XYZ:
```
13
Properties=species:S:1:pos:R:3:lowdin_charge:R:1
C -0.19987 0.89814 1.56806 -0.074
O 0.07121 -0.37386 0.98594 -0.179
C 1.14350 -0.24242 0.13434 -0.197
C 0.90864 -0.28847 -1.17458 -0.088
C -0.43763 -0.58646 -1.64790 -0.081
C -1.42559 -0.92282 -0.82192 -0.185
O -2.38471 -1.23476 -0.23964 0.181
H -0.87022 0.73026 2.40912 0.093
H 0.73362 1.35988 1.91790 0.090
H -0.66150 1.57044 0.83137 0.101
H 2.10179 -0.12822 0.62916 0.121
H 1.70670 -0.13026 -1.89232 0.107
H -0.68594 -0.65145 -2.69952 0.110
```

Computed properties:
Orbital gap = 0.3305 hartree
Lowest unoccupied orbital energy = 0.95 eV
Total charge = 0
SMILES = CO/C=C\C=C=O

=====

[2]
Here is one molecule with the formula C5H9N at a distorted geometry from the OMol25 dataset. Energies are from ωB97M-V/def2-TZVPD.

Geometry as XYZ:
```
15
Properties=species:S:1:pos:R:3:lowdin_charge:R:1
C -2.04211 0.54168 0.61398 -0.022
C -1.82772 -0.14046 -0.52370 -0.164
C -0.52350 -0.93669 -0.88092 -0.220
N 0.58669 -0.66635 0.01209 -0.085
C 1.55697 0.31691 -0.13909 -0.253
C 2.47640 0.88209 0.67397 -0.056
H -3.04080 0.65989 0.90137 0.018
H -1.33619 0.51360 1.54183 0.096
H -2.70006 -0.45964 -1.15030 0.100
H -0.73135 -2.05601 -0.81313 0.128
H -0.16325 -0.61171 -1.94486 0.134
H 0.52004 -1.15450 0.90085 0.130
H 1.34241 0.74239 -1.13055 0.104
H 2.73912 1.99751 0.55672 0.061
H 3.14336 0.37129 1.38174 0.030
```

Computed properties:
Orbital gap = 0.3186 hartree
Lowest unoccupied orbital energy = 1.05 eV
Total charge = 0
SMILES = C=CCNC=C

=====

[3]
Here is C21H33Cl2N4O3Pt as an isolated structure at a distorted geometry from the OMol25 dataset. Energies are from ωB97M-V/def2-TZVPD.

Geometry as XYZ:
```
64
Properties=species:S:1:pos:R:3:lowdin_charge:R:1
O -0.00743 1.57460 -1.68055 -0.216
C -0.74272 1.52237 -2.67840 -0.263
C -0.34676 1.98808 -4.04363 -0.157
C 0.84407 2.71825 -4.28558 -0.012
H 1.52574 2.95469 -3.46629 0.115
C 1.15458 3.12976 -5.59037 -0.091
H 2.06362 3.69951 -5.79351 0.095
C 0.30097 2.81567 -6.66353 -0.103
H 0.54007 3.13116 -7.67785 0.091
C -0.86804 2.07731 -6.42775 -0.096
H -1.53157 1.81258 -7.25252 0.095
C -1.17206 1.66306 -5.13102 -0.043
H -2.05072 1.05135 -4.93567 0.112
H -1.72667 1.02420 -2.60818 0.083
C -2.22973 2.02066 0.03021 -0.173
C -1.92766 0.79562 0.79256 -0.435
H -2.89231 2.68752 0.59853 0.058
H -2.72211 1.76476 -0.92132 0.064
H -1.29210 2.53955 -0.18537 0.014
C -2.73718 0.24464 1.70714 -0.274
C -3.93711 0.87923 2.32547 -0.155
H -2.47528 -0.74923 2.06721 0.052
H -4.51707 1.50635 1.63014 0.058
H -3.70704 1.48071 3.22032 0.048
H -4.60317 0.08331 2.66778 0.048
Pt -0.02950 0.00373 0.63520 0.777
Cl 1.22133 2.04391 0.74333 0.041
Cl -0.54322 -1.21745 -1.46855 0.011
H 3.74780 0.15062 -2.37806 0.081
H 5.32289 1.00642 -0.88066 0.077
C 2.93280 0.14447 -1.64427 -0.058
C 4.62822 0.98992 -0.03271 -0.076
N 3.54822 0.05352 -0.32184 -0.207
H 2.26038 -0.70393 -1.79982 0.057
C 3.03429 -0.68947 0.65488 -0.333
O 1.88850 -1.22616 0.60489 -0.204
H 5.14435 0.64876 0.87478 0.080
H 3.68571 -0.83055 1.54501 0.137
H 2.35756 1.07431 -1.73325 0.052
H 4.23912 2.00553 0.13971 0.068
H -1.45485 -5.33142 2.71526 0.082
H -0.52863 -6.27375 0.49387 0.080
C -1.88281 -4.49998 2.14829 -0.041
C -1.02168 -5.41929 0.01474 -0.055
N -1.11722 -4.29538 0.93445 -0.186
H -1.87901 -3.59156 2.74775 0.087
C -0.51441 -3.13677 0.66777 -0.373
O -0.72016 -2.08977 1.33403 -0.188
H -0.44918 -5.11071 -0.86604 0.091
H 0.18242 -3.16624 -0.18756 0.067
H -2.90683 -4.78228 1.89183 0.085
H -2.02085 -5.74523 -0.29696 0.085
C -0.35861 2.12733 3.63002 -0.037
C 0.28765 0.80584 3.68740 -0.373
N 0.49561 -0.11636 2.73622 -0.052
C 1.11595 -1.21080 3.33509 -0.127
C 1.27500 -0.92953 4.66527 -0.115
N 0.76318 0.32916 4.86175 0.068
H -1.44681 2.00966 3.52953 0.070
H -0.14121 2.65663 4.57148 0.074
H 0.05193 2.68660 2.78131 0.004
H 1.41975 -2.08865 2.78647 0.096
H 1.70806 -1.53984 5.44409 0.091
H 0.76192 0.84299 5.73748 0.149
```

Computed properties:
Orbital gap (alpha / beta) = 0.1263 / 0.2147 hartree
Spin multiplicity = 3
Lowest unoccupied orbital energy (alpha / beta) = 2.65 / 2.63 eV
Total charge = -1

=====

[4]
Here is one molecule with the formula C3H8N4O at a distorted geometry from the OMol25 dataset. Energies are from ωB97M-V/def2-TZVPD.

Geometry as XYZ:
```
16
Properties=species:S:1:pos:R:3:lowdin_charge:R:1
C -1.22087 -0.51939 -0.61242 -0.219
C 0.41495 1.29353 0.30451 -0.590
N -2.39250 -0.16501 -0.02990 0.123
N 0.15500 0.79347 1.59466 0.118
N 1.52956 -1.26936 -0.51361 0.033
C 1.13371 0.06868 -0.83378 -0.252
N -0.27289 0.33115 -0.81886 0.009
O 0.63055 2.47353 0.09700 -0.002
H -1.05322 -1.58498 -0.75701 0.129
H -3.06493 -0.88328 0.17084 0.095
H -2.41663 0.74886 0.41186 0.110
H 0.52848 1.40704 2.30587 0.093
H 0.42445 -0.17310 1.73337 0.081
H 2.47418 -1.27826 -0.14664 0.074
H 1.48777 -1.90333 -1.31155 0.073
H 1.64239 0.66047 -1.59435 0.125
```

Computed properties:
Orbital gap = 0.2898 hartree
Lowest unoccupied orbital energy = 0.78 eV
Total charge = 0

=====

[5]
Here is one molecule with the formula C19H22N4O3 from the OMol25 dataset. Energies are from ωB97M-V/def2-TZVPD.

Geometry as XYZ:
```
48
Properties=species:S:1:pos:R:3:lowdin_charge:R:1
C -1.07219 -2.72193 2.46509 -0.088
C -0.24482 -2.17901 1.30296 -0.188
C 0.04003 -0.68073 1.46136 -0.174
C 1.44530 -0.33204 0.91723 -0.422
O 2.33503 -0.13861 1.72906 0.057
N 1.65428 -0.20868 -0.40584 -0.024
C 0.82162 -0.64424 -1.50414 -0.101
C 1.55216 -1.76200 -2.26517 -0.178
O 2.80889 -1.33902 -2.72428 -0.121
C 3.62513 -0.91255 -1.65553 -0.173
C 2.96258 0.22313 -0.87464 -0.094
N -0.99261 0.23854 0.96554 0.064
C -1.95121 -0.05013 -0.00232 -0.170
C -2.85234 -1.10518 -0.08689 -0.015
C -3.75238 -1.11191 -1.13832 -0.066
C -3.78473 -0.09792 -2.09064 -0.076
C -2.91946 0.97433 -1.99786 0.005
C -2.01470 0.99156 -0.94928 -0.090
C -1.02909 1.96738 -0.56094 -0.231
N -0.67680 3.04407 -1.15574 0.217
C 0.30504 3.84280 -0.58324 -0.500
O 0.81691 4.75657 -1.19612 0.041
C 0.61962 3.52312 0.81295 0.064
C 0.21171 2.38296 1.41194 -0.220
C 0.44410 2.08542 2.85647 -0.005
N -0.50653 1.50777 0.63079 0.057
H -0.49876 -2.67546 3.38772 0.082
H -1.98240 -2.14401 2.60535 0.070
H -1.34127 -3.75971 2.28372 0.079
H 0.71950 -2.69304 1.29579 0.127
H -0.73446 -2.39233 0.35316 0.094
H 0.13572 -0.49946 2.54017 0.135
H -0.14104 -1.01464 -1.16407 0.107
H 0.66144 0.20436 -2.17977 0.142
H 0.98125 -2.05138 -3.14871 0.132
H 1.66561 -2.63528 -1.60144 0.130
H 4.56180 -0.57685 -2.10093 0.130
H 3.82484 -1.75539 -0.97582 0.133
H 3.56459 0.50019 -0.00946 0.128
H 2.82226 1.09179 -1.52573 0.141
H -2.88598 -1.89123 0.64711 0.096
H -4.45649 -1.92725 -1.21117 0.107
H -4.50457 -0.14470 -2.89260 0.104
H -2.93477 1.79235 -2.69883 0.122
H 1.17927 4.25724 1.36908 0.120
H 1.28806 1.40808 2.98635 0.073
H 0.67526 3.01093 3.37623 0.090
H -0.44543 1.64205 3.30142 0.091
```

Computed properties:
Orbital gap = 0.3085 hartree
Lowest unoccupied orbital energy = 0.10 eV
Total charge = 0
SMILES = CC[C@@H](C(=O)N1CCOCC1)n1c2ccccc2c2nc(=O)cc(C)n21

=====

[6]
Here is H24Ne2O12 as an isolated structure at a distorted geometry from the OMol25 dataset. Energies are from ωB97M-V/def2-TZVPD.

Geometry as XYZ:
```
38
Properties=species:S:1:pos:R:3:lowdin_charge:R:1
Ne 2.83161 0.96683 -1.51772 0.042
Ne 0.07184 0.20264 -0.13580 0.063
O -1.40939 -1.21050 -2.63100 -0.053
H -1.80375 -1.46825 -1.79777 -0.033
H -1.34470 -0.25680 -2.58105 0.001
O 0.72213 -2.93525 1.51423 -0.010
H 0.51987 -3.71555 0.99803 0.088
H 1.06431 -3.27623 2.34060 0.089
O -1.71880 2.29082 -1.77857 -0.049
H -1.27911 2.81167 -1.10654 -0.015
H -2.57427 2.08537 -1.40146 0.045
O 0.49560 1.55166 -3.55665 -0.047
H -0.13514 2.04066 -3.02819 -0.011
H 1.17464 2.19088 -3.77238 0.036
O 2.29222 -1.28293 0.05145 -0.065
H 1.63406 -1.79258 0.52401 0.009
H 3.11404 -1.74789 0.20850 0.085
O -0.42161 3.95936 0.07054 -0.054
H -0.08238 4.82762 0.28802 0.050
H -0.06317 3.38522 0.74738 -0.015
O 2.63964 0.93128 1.66699 -0.046
H 2.62902 0.18029 1.07358 -0.017
H 3.39574 1.44740 1.38740 0.056
O 2.13583 -1.43219 -2.67363 -0.077
H 1.52956 -0.74144 -2.94110 -0.005
H 2.17863 -1.35801 -1.72027 -0.050
O 0.28793 2.27208 2.12339 -0.059
H -0.29614 1.51413 2.09887 0.008
H 1.16823 1.89799 2.08648 -0.008
O -1.32304 0.11192 3.38481 -0.049
H -1.41712 -0.71969 2.92026 -0.026
H -0.63066 -0.04837 4.02602 0.041
O -1.93563 -2.20080 1.98720 -0.054
H -1.05421 -2.49673 1.75970 -0.011
H -2.33533 -1.97034 1.14853 -0.012
O -2.99519 -1.94248 -0.44554 -0.019
H -3.33307 -2.73946 -0.85404 0.087
H -3.73233 -1.33215 -0.46425 0.086
```

Computed properties:
Orbital gap = 0.3556 hartree
Lowest unoccupied orbital energy = -0.36 eV
Total charge = 0